No. 1
Density functional theory data (the ωB97M-V functional and the def2-TZVPD basis) for a molecular structure, C22H38Br2ClIrN2O9SSi.

Cartesian coordinates (Å):
Ir: -1.25357 -0.13083 -0.08559
C: 1.96967 -2.25701 3.11572
C: 0.63369 -1.59351 2.82571
C: -0.50498 -2.58927 2.91975
C: 0.40602 -0.39258 3.72715
O: 0.63093 -1.11136 1.42229
Si: 1.87729 -0.53551 0.52088
S: 0.72925 -0.07561 -1.28853
O: 2.32860 0.87061 1.17337
C: 3.54181 1.67377 1.00239
C: 4.65104 1.02078 1.80968
C: 3.88744 1.74864 -0.47650
C: 3.19057 3.04391 1.55292
O: 3.11956 -1.49107 0.23322
C: 3.42628 -2.65851 -0.58332
C: 4.48663 -3.42990 0.18190
C: 2.16843 -3.48894 -0.77562
C: 3.96290 -2.15230 -1.91156
H: 1.94207 -2.68597 4.11747
H: 2.79294 -1.53959 3.08030
H: 2.17067 -3.06013 2.40719
H: -0.63947 -2.88910 3.95940
H: -0.29069 -3.48448 2.33285
H: -1.43757 -2.14482 2.57231
H: 0.51001 -0.69770 4.76892
H: -0.59942 0.00775 3.59468
H: 1.14731 0.38285 3.52841
H: 4.84599 0.01034 1.45003
H: 4.37782 0.97649 2.86483
H: 5.56865 1.60258 1.71865
H: 4.16849 0.76838 -0.86569
H: 4.72887 2.42452 -0.62837
H: 3.04065 2.13247 -1.04953
H: 2.86869 2.96601 2.59199
H: 2.39266 3.50308 0.96647
H: 4.06052 3.69899 1.51273
H: 4.09641 -3.78533 1.13569
H: 5.35161 -2.79511 0.37373
H: 4.81318 -4.29203 -0.39986
H: 1.75666 -3.80498 0.18477
H: 2.39710 -4.38242 -1.35686
H: 1.40639 -2.92613 -1.31980
H: 4.85751 -1.54882 -1.75608
H: 3.21500 -1.54786 -2.42847
H: 4.22496 -2.99289 -2.55438
Br: -4.63091 -2.36241 -1.40690
C: -2.92571 -2.96395 -2.02053
Br: -1.58282 -3.02894 -0.61147
H: -2.55531 -2.27837 -2.77015
H: -3.01934 -3.97958 -2.38170
N: -0.60526 1.70488 1.20234
H: -1.23075 1.75235 2.00656
H: -0.73884 2.52642 0.62178
H: 0.36381 1.65527 1.51017
O: -2.25520 0.01103 -2.13529
C: -2.73532 1.15896 -1.88802
O: -2.54480 1.64512 -0.73059
C: -3.48959 1.91004 -2.90780
C: -3.67663 1.37211 -4.17895
C: -4.38606 2.08228 -5.13300
C: -4.91150 3.32866 -4.82280
C: -4.71163 3.83816 -3.55255
C: -4.00957 3.15684 -2.58206
N: -5.26788 5.16792 -3.21721
O: -5.86326 5.75610 -4.09188
O: -5.05927 5.58850 -2.09916
H: -3.26522 0.39877 -4.40829
H: -4.53336 1.66874 -6.12062
H: -5.46948 3.90721 -5.54450
H: -3.87543 3.58899 -1.60155
Cl: -5.82841 0.96775 2.99109
C: -4.89221 0.28782 1.66044
C: -3.41078 0.25820 1.94372
O: -2.84353 0.94145 2.75772
O: -2.78032 -0.60351 1.13212
H: -5.03738 0.91055 0.77723
H: -5.24663 -0.71477 1.43661

Summary:
energy above the lowest of the compared OMol25 structures with the same formula, charge and spin	0.0000	eV
multiplicity	6
LUMO level (spin up / spin down)	-2.792 / -6.121	eV
charge	+1
HOMO-LUMO gap (spin up / spin down)	8.533 / 6.611	eV
HOMO level (spin up / spin down)	-11.33 / -12.73	eV

No. 2
Density functional theory data (the ωB97M-V functional and the def2-TZVPD basis) for 2 unconnected molecules or ions with the total composition C5H14O in a non-equilibrium geometry.

Cartesian coordinates (Å):
C: 1.33373 -0.66975 0.97180
C: 1.44811 0.76454 0.38686
C: 0.89855 0.80441 -1.06201
C: 1.26865 2.17172 -1.65477
C: -0.60719 0.66466 -1.05076
H: 0.29104 -0.95574 1.06994
H: 1.77901 -1.30630 0.20605
H: 1.85330 -0.69260 1.92503
H: 0.91430 1.49847 0.99787
H: 2.50324 1.01628 0.44982
H: 1.42439 0.02985 -1.61437
H: 1.10663 2.23909 -2.73700
H: 2.27087 2.39968 -1.47580
H: 0.69302 2.98405 -1.20845
H: -1.05598 -0.30868 -0.81925
H: -0.99169 0.86564 -2.05908
H: -1.11506 1.34710 -0.36665
O: -4.89581 -4.16015 2.94919
H: -3.95830 -4.00377 2.89800
H: -5.16082 -4.68851 2.19357

Summary:
energy above the lowest of the compared OMol25 structures with the same formula, charge and spin	0.3425	eV
LUMO level	0.834	eV
structure (SMILES)	CCC(C)C.O
HOMO-LUMO gap	11.728	eV
HOMO level	-10.89	eV

No. 3
Density functional theory data (the ωB97M-V functional and the def2-TZVPD basis) for C4H7N3 in the gas phase.

Cartesian coordinates (Å):
C: -2.00121 0.66155 0.31487
C: -1.04947 -0.21615 -0.49433
C: 0.37960 -0.13911 -0.04357
C: 1.52311 -0.53937 -0.69225
N: 2.50015 -0.33798 0.22101
N: 2.01370 0.15880 1.35970
N: 0.73337 0.28100 1.20460
H: -3.03965 0.42907 0.05927
H: -1.86224 0.49898 1.38647
H: -1.83387 1.72592 0.12242
H: -1.37034 -1.26234 -0.41158
H: -1.11294 0.03346 -1.55979
H: 1.70969 -0.93828 -1.67839
H: 3.48770 -0.52977 0.15207

Summary:
energy above the lowest of the compared OMol25 structures with the same formula, charge and spin	0.7015	eV
LUMO level	0.871	eV
structure (SMILES)	CCc1c[nH]nn1
HOMO-LUMO gap	10.313	eV
HOMO level	-9.44	eV

No. 4
Density functional theory data (the ωB97M-V functional and the def2-TZVPD basis) for a molecular structure, C15H21F5GaNO15PS in a non-equilibrium geometry.

Cartesian coordinates (Å):
N: -2.64754 -3.53331 -1.68189
P: -3.88211 -2.59560 -1.21445
Ga: -5.75708 -4.00686 -1.08265
S: -7.64619 -2.63565 -1.01514
H: -1.86565 -3.50152 -0.98374
H: -4.19282 -1.55086 -2.14473
H: -3.51076 -1.98349 0.03681
H: -5.71657 -5.08612 0.10791
H: -5.85480 -4.77271 -2.51818
H: -7.61697 -1.82438 -2.19441
C: -5.69682 -0.53880 2.51024
C: -4.90195 -0.18396 3.72019
O: -3.92637 -1.19943 3.78304
C: -3.72844 -1.58142 2.49014
O: -2.77310 -2.23697 2.10877
O: -4.72784 -1.13347 1.67037
F: -5.66311 -0.25508 4.83519
H: -6.48873 -1.26515 2.72162
H: -6.14328 0.33825 2.03396
H: -4.41227 0.79412 3.66458
C: 1.19902 -1.81062 -1.33535
C: 1.12824 -2.38720 0.03732
O: 2.33062 -3.11386 0.15192
C: 3.21668 -2.46229 -0.65246
O: 4.42527 -2.62139 -0.60938
O: 2.58619 -1.60201 -1.50912
F: 0.09552 -3.25309 0.14403
H: 0.83680 -2.50134 -2.10418
H: 0.64749 -0.87043 -1.42050
H: 1.07228 -1.63967 0.83581
C: 6.40361 0.04849 0.52140
C: 7.50847 0.55503 -0.34138
O: 7.24810 1.93734 -0.43254
C: 6.61416 2.25616 0.73071
O: 6.47330 3.39532 1.14342
O: 6.16163 1.14229 1.38337
F: 7.43293 0.02470 -1.58263
H: 5.49319 -0.17600 -0.04440
H: 6.69269 -0.84074 1.08805
H: 8.51002 0.39550 0.07210
C: -2.03196 4.20862 3.79485
C: -1.56816 4.19205 2.37840
O: -1.95401 2.91609 1.92022
C: -3.05830 2.59582 2.65141
O: -3.83562 1.70170 2.36123
O: -3.19335 3.40438 3.74661
F: -0.22074 4.27921 2.31110
H: -1.30792 3.75958 4.48298
H: -2.26804 5.21766 4.14342
H: -2.02379 4.96299 1.74787
C: 4.21028 1.30566 -4.20962
C: 2.94758 0.87333 -4.87323
O: 1.94059 1.44938 -4.07260
C: 2.50282 2.57610 -3.55195
O: 1.86922 3.48066 -3.03408
O: 3.86408 2.57285 -3.68777
F: 2.81315 -0.47100 -4.82483
H: 4.50568 0.64355 -3.38880
H: 5.04351 1.38566 -4.91298
H: 2.84120 1.22190 -5.90604

Summary:
LUMO level	1.719	eV
charge	-1
HOMO-LUMO gap	5.207	eV
HOMO level	-3.49	eV

What did the second record say?
Density functional theory data (the ωB97M-V functional and the def2-TZVPD basis) for 2 unconnected molecules or ions with the total composition C5H14O in a non-equilibrium geometry.

Cartesian coordinates (Å):
C: 1.33373 -0.66975 0.97180
C: 1.44811 0.76454 0.38686
C: 0.89855 0.80441 -1.06201
C: 1.26865 2.17172 -1.65477
C: -0.60719 0.66466 -1.05076
H: 0.29104 -0.95574 1.06994
H: 1.77901 -1.30630 0.20605
H: 1.85330 -0.69260 1.92503
H: 0.91430 1.49847 0.99787
H: 2.50324 1.01628 0.44982
H: 1.42439 0.02985 -1.61437
H: 1.10663 2.23909 -2.73700
H: 2.27087 2.39968 -1.47580
H: 0.69302 2.98405 -1.20845
H: -1.05598 -0.30868 -0.81925
H: -0.99169 0.86564 -2.05908
H: -1.11506 1.34710 -0.36665
O: -4.89581 -4.16015 2.94919
H: -3.95830 -4.00377 2.89800
H: -5.16082 -4.68851 2.19357

Summary:
energy above the lowest of the compared OMol25 structures with the same formula, charge and spin	0.3425	eV
LUMO level	0.834	eV
structure (SMILES)	CCC(C)C.O
HOMO-LUMO gap	11.728	eV
HOMO level	-10.89	eV